No. 1
Molecular formula: C5H7NO
Method: DFT, ωB97M-V with the def2-TZVPD basis set

XYZ file:
```
14
Properties=species:S:1:pos:R:3:nbo_charge:R:1
C -2.040 0.531 0.751 -0.434
N -0.771 0.008 0.324 -0.512
C 1.133 -2.345 -0.343 -0.538
C 1.314 -1.085 -0.561 0.293
C 1.445 0.212 -0.474 -0.501
C 0.179 0.786 0.026 0.553
O 0.075 2.140 0.007 -0.679
H -2.407 1.331 0.094 0.189
H -1.974 0.928 1.771 0.193
H -2.767 -0.288 0.751 0.196
H 0.499 -2.987 -0.942 0.244
H 2.220 -2.442 -0.184 0.275
H 2.289 0.771 -0.857 0.237
H 0.883 2.513 -0.367 0.482
```

As for the LUMO energy: 0.655 eV. The value obtained for the energy above the lowest of the compared OMol25 structures with the same formula, charge and spin is 90.4 kcal per mole. The calculation puts the largest force on an atom at 0.042 Eh/bohr. The calculation puts the HOMO-LUMO gap at 9.0 eV.

***

No. 2
Molecular formula: C5H7NO
Method: DFT, ωB97M-V with the def2-TZVPD basis set

XYZ file:
```
14
Properties=species:S:1:pos:R:3:nbo_charge:R:1
C -0.690 2.475 -0.430 -0.440
N -0.811 1.341 0.477 -0.446
C -0.307 0.243 0.172 0.560
O 0.367 -0.159 -1.001 -0.496
C 0.475 -1.495 -0.518 -0.037
C 1.232 -1.473 1.184 -0.287
C -0.170 -1.127 0.803 -0.369
H -1.671 2.948 -0.550 0.205
H -0.024 3.219 0.023 0.210
H -0.296 2.211 -1.420 0.190
H 0.108 -2.313 -1.138 0.232
H 1.620 -1.640 -0.217 0.279
H 1.193 -2.558 1.425 0.156
H -1.026 -1.672 1.192 0.242
```

As for the LUMO energy: 0.837 eV. The value obtained for the energy above the lowest of the compared OMol25 structures with the same formula, charge and spin is 129.1 kcal per mole. The calculation puts the largest force on an atom at 0.010 Eh/bohr. The calculation puts the HOMO-LUMO gap at 9.8 eV.